Entry 1:
66
Properties=species:S:1:pos:R:3 method="wB97M-V/def2-TZVPD" max_force_ev_per_a=1.230 mol_weight_g_mol=802.64 lumo_energy_ev=1.735 spin_multiplicity=1 e_tot_ha=-2077.26488 charge=-1
Tl 0.930 3.333 -0.968
O 3.342 0.890 1.828
C 2.277 1.375 1.460
O 1.634 1.066 0.395
C 1.590 2.426 2.307
C 1.702 2.457 3.691
C 0.924 3.372 4.385
C 0.074 4.207 3.678
C 0.037 4.118 2.288
N 0.793 3.247 1.640
C -0.885 4.999 1.396
O -1.519 5.878 1.965
O -0.864 4.718 0.172
H 2.382 1.779 4.186
H 0.972 3.415 5.466
H -0.557 4.935 4.165
O -3.900 2.494 -3.619
C -2.922 2.331 -2.922
C -2.926 2.113 -1.424
O -3.851 2.313 -0.663
C -1.646 1.466 -1.156
C -0.861 1.391 -2.320
O 0.211 0.685 -2.325
C -1.516 2.096 -3.421
O -1.072 2.392 -4.517
O -1.297 0.823 -0.103
C -2.842 -1.645 -1.197
C -1.447 -1.987 -1.707
C -1.195 -3.486 -1.567
C -1.371 -1.605 -3.181
Sb 0.156 -0.756 -0.487
C 2.316 -1.444 -1.286
C 2.849 -0.375 -2.209
C 2.115 -2.753 -2.023
C 3.216 -1.647 -0.091
C -0.291 -1.320 1.765
C -0.963 -2.681 1.803
C -1.218 -0.293 2.388
C 0.996 -1.391 2.559
H -3.587 -1.966 -1.928
H -2.973 -0.577 -1.059
H -3.069 -2.140 -0.256
H -2.055 -4.034 -1.959
H -1.058 -3.777 -0.531
H -0.319 -3.790 -2.131
H -1.875 -2.367 -3.780
H -0.347 -1.515 -3.537
H -1.871 -0.658 -3.366
H 2.243 -0.291 -3.106
H 3.872 -0.623 -2.502
H 2.856 0.586 -1.703
H 1.438 -2.633 -2.864
H 1.734 -3.519 -1.350
H 3.076 -3.095 -2.414
H 3.258 -0.762 0.539
H 4.232 -1.854 -0.431
H 2.889 -2.497 0.504
H -1.898 -2.674 1.253
H -1.194 -2.925 2.843
H -0.311 -3.463 1.417
H -2.177 -0.253 1.877
H -0.782 0.703 2.370
H -1.397 -0.572 3.431
H 1.650 -2.178 2.198
H 0.756 -1.608 3.602
H 1.533 -0.454 2.533



Entry 2:
53
Properties=species:S:1:pos:R:3 method="wB97M-V/def2-TZVPD" max_force_ev_per_a=15.549 mol_weight_g_mol=353.47 lumo_energy_ev=0.448 spin_multiplicity=1 e_tot_ha=-1130.55067 charge=0
O -0.959 0.754 1.846
C -0.816 0.857 0.550
N -1.703 1.699 -0.164
H -1.771 1.589 -1.170
C -2.969 2.083 0.328
H -2.944 3.261 0.431
H -3.054 1.882 1.708
C -4.335 1.848 -0.280
C -4.656 0.370 -0.216
C -4.001 -0.554 0.713
C -4.387 -1.778 0.768
C -5.167 -2.345 -0.607
C -6.173 -1.653 -0.927
C -5.595 -0.011 -1.107
H -6.429 0.626 -1.331
H -5.207 -0.164 -2.004
H -6.759 -1.996 -1.600
H -6.885 -1.444 0.139
H -5.346 -3.344 -0.424
H -4.398 -2.417 -1.231
H -3.436 -2.531 0.774
H -5.053 -2.101 1.791
H -3.338 -0.060 1.522
H -5.189 2.410 0.519
H -4.323 2.321 -1.446
C 0.177 0.245 -0.348
C 1.130 1.095 -0.778
H 0.655 2.314 -1.232
C 1.899 1.673 0.528
N 2.667 0.522 1.067
C 3.866 0.296 0.534
N 4.387 -0.986 0.698
C 5.715 -0.803 0.317
C 6.724 -1.861 0.224
C 7.874 -1.371 -0.368
C 8.060 0.169 -0.889
C 6.994 0.876 -1.058
C 5.812 0.460 -0.004
O 4.608 1.140 -0.066
H 6.930 1.985 -1.217
H 9.025 0.182 -1.239
H 8.614 -1.902 -0.188
H 6.562 -2.760 0.706
C 1.671 -0.589 1.514
H 2.207 -1.209 1.815
C 0.960 -1.005 0.353
H 0.145 -1.730 0.828
H 1.533 -1.633 -0.329
H 1.143 0.092 2.176
H 2.601 2.501 0.157
H 1.372 2.204 1.141
H 1.793 0.894 -1.595
H -0.229 -0.105 -1.327



Entry 3:
155
Properties=species:S:1:pos:R:3 method="wB97M-V/def2-TZVPD" max_force_ev_per_a=11.131 mol_weight_g_mol=2654.43 lumo_energy_ev=0.081 spin_multiplicity=1 e_tot_ha=-62574.32255 charge=0
C -5.432 3.609 -2.393
C -4.570 3.253 -1.188
O -3.687 2.196 -1.526
C -3.612 1.117 -0.597
C -3.150 -0.091 -1.370
C -3.119 -1.398 -0.579
C -2.431 -1.326 0.785
C -0.891 -1.226 0.646
C -0.319 -0.300 1.706
C -0.163 -0.834 2.967
C 0.405 -0.103 3.985
C 0.820 1.193 3.791
C 0.631 1.738 2.526
C 0.072 1.033 1.477
C -0.150 1.608 0.090
C -0.369 3.127 0.027
C 0.860 3.994 0.107
N 2.089 3.529 -0.405
O 0.808 5.094 0.608
N 1.445 2.001 4.783
C 1.385 1.634 6.144
C 1.732 2.613 7.089
C 2.092 4.029 6.680
C 0.949 4.990 7.060
C -0.262 4.886 6.159
Cl -1.356 3.545 6.615
C 1.738 2.314 8.439
C 1.389 1.050 8.903
P 1.389 0.637 10.678
O 2.248 1.905 11.267
Br 2.830 -1.093 10.704
C 1.021 0.090 7.975
C 1.033 0.377 6.622
S 0.604 -0.944 5.537
H -6.391 4.026 -2.093
H -4.938 4.361 -3.004
H -5.606 2.734 -3.015
H -3.964 4.131 -0.945
H -5.183 3.032 -0.319
H -4.572 0.927 -0.108
H -2.879 1.390 0.167
H -3.864 -0.233 -2.183
H -2.192 0.115 -1.840
H -2.592 -2.146 -1.170
H -4.139 -1.746 -0.415
H -2.648 -2.265 1.295
H -2.802 -0.536 1.436
H -0.426 -2.188 0.843
H -0.624 -0.912 -0.355
H -0.460 -1.863 3.126
H 0.924 2.770 2.363
H -1.009 1.140 -0.367
H 0.698 1.307 -0.530
H -0.823 3.349 -0.943
H -1.100 3.398 0.784
H 1.998 2.615 -0.833
H 2.669 3.392 0.417
H 2.380 2.297 4.531
H 3.011 4.343 7.170
H 2.273 4.083 5.612
H 0.701 4.792 8.101
H 1.331 6.012 7.025
H 0.043 4.764 5.124
H -0.847 5.796 6.241
H 2.021 3.063 9.167
H 3.025 2.030 10.702
H 0.754 -0.913 8.283
Br -3.575 -0.558 -5.810
C -1.693 -0.047 -5.844
C -0.761 -1.162 -5.461
Br -0.722 -1.532 -3.560
H -1.610 0.830 -5.211
H -1.494 0.229 -6.878
H 0.260 -0.889 -5.722
H -1.016 -2.103 -5.939
Br -2.098 -4.808 -5.893
C -0.483 -5.898 -5.929
C -0.007 -6.253 -4.546
Br 0.858 -4.736 -3.691
H 0.258 -5.338 -6.492
H -0.751 -6.797 -6.478
H 0.752 -7.031 -4.603
H -0.807 -6.575 -3.888
Br 3.939 3.364 2.651
C 5.735 4.084 2.433
C 5.720 5.440 1.780
Br 5.344 5.349 -0.124
H 6.292 3.345 1.867
H 6.146 4.156 3.438
H 6.700 5.903 1.867
H 4.969 6.100 2.203
Br -1.190 -7.593 -8.617
C -2.656 -8.872 -8.549
C -3.484 -8.713 -7.302
Br -2.585 -9.458 -5.744
H -2.214 -9.859 -8.636
H -3.258 -8.665 -9.431
H -4.413 -9.271 -7.390
H -3.704 -7.675 -7.074
Br -7.029 3.524 3.910
C -5.318 2.951 4.645
C -4.143 3.628 4.005
Br -3.719 2.861 2.276
H -5.277 1.874 4.538
H -5.369 3.211 5.701
H -3.252 3.453 4.600
H -4.285 4.696 3.869
Br 6.846 3.805 -4.959
C 7.778 4.668 -3.483
C 9.106 4.025 -3.185
Br 8.908 2.348 -2.218
H 7.101 4.649 -2.636
H 7.924 5.696 -3.808
H 9.695 4.662 -2.528
H 9.676 3.806 -4.082
Br -6.499 0.681 7.437
C -4.791 0.086 8.161
C -3.647 0.814 7.514
Br -3.322 0.133 5.719
H -4.741 -0.987 8.006
H -4.836 0.298 9.227
H -2.721 0.645 8.061
H -3.820 1.882 7.424
Br 1.421 -3.856 -8.660
C -0.105 -4.191 -9.820
C -0.608 -2.928 -10.467
Br -1.564 -1.876 -9.147
H -0.862 -4.665 -9.203
H 0.244 -4.899 -10.569
H -1.324 -3.162 -11.252
H 0.180 -2.301 -10.871
Br 6.631 -2.925 -6.044
C 7.337 -1.113 -5.973
C 7.321 -0.554 -4.575
Br 5.530 -0.035 -4.033
H 6.744 -0.520 -6.661
H 8.358 -1.185 -6.341
H 7.913 0.358 -4.526
H 7.682 -1.260 -3.835
Br -5.654 -3.517 6.993
C -6.811 -2.588 5.733
C -7.281 -3.500 4.632
Br -5.878 -3.835 3.326
H -6.248 -1.737 5.362
H -7.653 -2.233 6.322
H -8.090 -3.034 4.075
H -7.604 -4.468 5.000
Br 3.948 -6.588 -5.791
C 4.680 -4.844 -6.243
C 4.797 -3.954 -5.034
Br 3.067 -3.257 -4.488
H 4.035 -4.425 -7.009
H 5.663 -5.043 -6.666
H 5.404 -3.081 -5.264
H 5.213 -4.468 -4.173



Entry 4:
16
Properties=species:S:1:pos:R:3 method="wB97M-V/def2-TZVPD" max_force_ev_per_a=3.020 mol_weight_g_mol=99.13 lumo_energy_ev="3.800 / 3.795" spin_multiplicity=2 e_tot_ha=-325.79657 charge=-1
O -2.377 0.796 -1.805
C -1.875 0.054 -0.972
C -0.421 -0.320 -1.173
C 0.140 -1.263 -0.143
C 0.643 -0.646 1.154
C 2.098 1.192 1.805
N 1.736 0.273 0.924
H -2.484 -0.082 -0.060
H 0.162 0.549 -1.450
H -0.546 -0.849 -2.140
H 0.888 -1.867 -0.699
H -0.576 -2.029 0.192
H -0.260 -0.095 1.541
H 0.977 -1.408 1.852
H 3.133 1.283 2.152
H 1.385 2.033 1.945



Entry 5:
111
Properties=species:S:1:pos:R:3 method="wB97M-V/def2-TZVPD" max_force_ev_per_a=0.827 mol_weight_g_mol=907.72 lumo_energy_ev=-3.236 spin_multiplicity=1 e_tot_ha=-3020.01900 charge=+1
Y -0.169 0.324 -0.058
O 0.958 6.826 4.206
C 1.665 5.786 4.690
O 2.380 5.930 5.639
C 1.518 4.468 3.986
C 0.460 4.156 3.138
C 0.386 2.916 2.529
C 1.360 1.958 2.783
C 2.430 2.271 3.619
C 2.501 3.513 4.221
N 1.276 0.698 2.131
C 1.598 -0.351 2.771
C 1.603 -1.657 2.096
C 2.059 -2.785 2.757
C 2.098 -3.991 2.073
C 1.674 -4.022 0.758
C 1.216 -2.847 0.178
N 1.181 -1.685 0.822
H 0.505 6.594 3.388
H -0.346 4.859 2.960
H -0.452 2.686 1.882
H 3.227 1.554 3.777
H 3.322 3.767 4.878
H 1.870 -0.331 3.826
H 2.380 -2.713 3.787
H 2.453 -4.888 2.562
H 1.677 -4.937 0.184
H 0.851 -2.845 -0.842
C 2.713 4.265 -0.891
C 1.705 3.168 -0.805
N 1.957 2.003 -0.326
O 3.285 1.867 0.107
C 0.313 3.394 -1.250
C -0.180 4.626 -1.935
N -0.421 2.385 -0.938
O -1.680 2.185 -1.122
H 3.429 4.193 -0.077
H 2.223 5.237 -0.873
H 3.270 4.189 -1.828
H 3.221 1.178 0.779
H 0.501 4.948 -2.723
H -0.304 5.458 -1.237
H -1.154 4.410 -2.372
C -3.049 0.351 -6.758
C -3.614 -0.696 -5.788
C -3.441 -2.101 -6.384
C -5.106 -0.423 -5.593
C -2.848 -0.632 -4.474
C -3.458 -0.426 -3.243
C -2.684 -0.369 -2.101
N -1.362 -0.513 -2.103
C -0.756 -0.733 -3.275
C -1.463 -0.789 -4.464
C 0.722 -0.889 -3.221
C 1.455 -1.369 -4.295
C 2.841 -1.478 -4.222
C 3.432 -1.087 -3.026
C 2.633 -0.636 -1.991
N 1.308 -0.540 -2.066
C 3.630 -1.996 -5.417
C 3.389 -1.056 -6.608
C 3.142 -3.409 -5.767
C 5.130 -2.052 -5.132
H -3.612 0.326 -7.692
H -2.002 0.164 -7.000
H -3.128 1.355 -6.338
H -3.990 -2.174 -7.324
H -3.823 -2.863 -5.704
H -2.392 -2.323 -6.590
H -5.607 -0.453 -6.560
H -5.281 0.563 -5.158
H -5.575 -1.175 -4.956
H -4.525 -0.290 -3.155
H -3.144 -0.182 -1.140
H -0.936 -0.935 -5.395
H 0.943 -1.671 -5.196
H 4.501 -1.129 -2.881
H 3.084 -0.328 -1.057
H 2.335 -1.020 -6.888
H 3.953 -1.406 -7.474
H 3.715 -0.041 -6.376
H 2.085 -3.422 -6.036
H 3.289 -4.092 -4.929
H 3.706 -3.791 -6.619
H 5.538 -1.064 -4.913
H 5.650 -2.435 -6.010
H 5.358 -2.718 -4.297
O -2.979 1.006 2.039
B -1.676 0.437 1.975
O -1.379 -0.037 3.280
C -2.468 0.209 4.075
C -2.657 -0.082 5.408
C -3.878 0.291 5.965
C -4.856 0.929 5.209
C -4.652 1.222 3.862
C -3.441 0.846 3.323
H -1.892 -0.576 5.992
H -4.068 0.085 7.010
H -5.789 1.211 5.679
H -5.400 1.731 3.267
C -3.404 -5.218 1.117
N -4.052 -3.937 1.325
C -3.488 -2.758 1.037
N -4.236 -1.667 1.278
S -1.947 -2.669 0.360
H -4.103 -6.002 1.397
H -2.504 -5.302 1.728
H -3.123 -5.342 0.072
H -4.975 -3.941 1.724
H -5.086 -1.736 1.814
H -3.803 -0.757 1.231



Entry 6:
13
Properties=species:S:1:pos:R:3 method="wB97M-V/def2-TZVPD" max_force_ev_per_a=15.663 mol_weight_g_mol=102.10 lumo_energy_ev=0.374 spin_multiplicity=1 e_tot_ha=-373.88279 charge=0
C -0.677 -0.724 0.713
C 0.714 1.382 -1.866
H -0.773 0.241 2.579
H 0.940 0.004 1.586
H -1.715 -1.634 2.064
H -0.808 -0.736 -1.280
H 1.782 0.072 -0.486
H 1.987 1.658 -1.985
N -0.003 -0.108 1.680
N -1.744 -1.536 0.784
N -0.090 -0.659 -0.554
N 0.693 0.236 -0.822
O -0.308 1.805 -2.413